1.
{"formula": "C2H4FNO3", "method": "the ωB97M-V functional and the def2-TZVPD basis", "homo_lumo_gap_ev": 11.155, "lumo_energy_ev": -0.76, "multiplicity": 1, "relative_energy_kj_mol": 97.0, "elements": ["C", "C", "N", "O", "O", "O", "F", "H", "H", "H", "H"], "xyz": [[-0.17, -0.14, 0.60], [-0.44, 0.53, -0.69], [-0.83, -0.39, -1.82], [-1.28, -1.48, -1.57], [-0.67, 0.15, -2.90], [0.28, 1.61, -0.94], [-1.96, 1.22, -0.46], [-0.76, -1.00, 0.65], [0.86, -0.51, 0.68], [-0.44, 0.60, 1.30], [-0.13, 2.09, -1.65]], "nbo_charge": [-0.68, 0.71, 0.49, -0.32, -0.36, -0.63, -0.48, 0.26, 0.24, 0.26, 0.52]}



2.
{"formula": "C2H4FNOS", "method": "the ωB97M-V functional and the def2-TZVPD basis", "homo_lumo_gap_ev": 7.157, "lumo_energy_ev": -0.47, "multiplicity": 1, "relative_energy_kj_mol": 294.9, "elements": ["C", "C", "N", "O", "F", "S", "H", "H", "H", "H"], "xyz": [[-1.03, -0.94, 1.76], [-0.08, -0.26, -0.36], [-0.07, -0.45, 1.15], [-1.97, -1.31, 2.26], [2.04, 0.22, 2.48], [1.69, -1.02, 3.90], [-1.07, -0.25, -0.93], [0.20, 0.86, -0.36], [0.71, -0.76, -0.94], [0.86, -0.29, 1.73]], "nbo_charge": [1.00, -0.44, -0.63, -0.35, -0.57, -0.27, 0.24, 0.24, 0.25, 0.53]}



3.
{"formula": "C2H4FNS", "method": "the ωB97M-V functional and the def2-TZVPD basis", "homo_lumo_gap_ev": 9.912, "lumo_energy_ev": 0.75, "multiplicity": 1, "relative_energy_kj_mol": 189.5, "elements": ["C", "C", "H", "H", "H", "H", "N", "F", "S"], "xyz": [[0.29, 0.90, -0.01], [0.96, -0.44, 0.10], [-3.01, -0.25, -0.03], [0.93, 1.87, 0.07], [0.78, -0.91, 1.08], [0.48, -1.25, -0.66], [-1.02, 0.96, -0.18], [2.27, -0.35, -0.25], [-1.67, -0.53, -0.12]], "nbo_charge": [0.03, -0.04, 0.12, 0.21, 0.20, 0.19, -0.56, -0.35, 0.20]}



4.
{"formula": "C2H4FP", "method": "the ωB97M-V functional and the def2-TZVPD basis", "homo_lumo_gap_ev": 9.373, "lumo_energy_ev": -0.74, "multiplicity": 1, "relative_energy_kj_mol": 289.4, "elements": ["C", "C", "F", "P", "H", "H", "H", "H"], "xyz": [[-0.32, -0.06, 0.21], [0.62, 0.35, -0.83], [-0.83, -1.88, -0.03], [-0.59, 0.43, 1.75], [0.20, 0.34, -1.91], [1.64, -0.05, -0.61], [0.81, 1.50, -0.62], [-1.54, -0.63, 2.04]], "nbo_charge": [0.01, -0.75, -0.52, 0.44, 0.27, 0.26, 0.26, 0.04]}



5.
{"formula": "C2H4I2", "method": "the ωB97M-V functional and the def2-TZVPD basis", "homo_lumo_gap_ev": [6.316, 6.323], "lumo_energy_ev": [-1.22, -1.22], "multiplicity": 1, "relative_energy_kj_mol": 467.1, "elements": ["C", "C", "I", "I", "H", "H", "H", "H"], "xyz": [[-1.55, -0.26, -0.73], [1.39, 0.01, 1.12], [0.16, 1.39, 0.00], [3.27, -0.46, 0.15], [-2.72, -0.29, -0.44], [-1.26, 0.10, -1.77], [-0.87, -1.06, -0.35], [1.58, 0.57, 2.02]], "nbo_charge": [-0.63, -0.83, 0.54, 0.06, 0.25, 0.22, 0.23, 0.16]}



6.
{"formula": "C2H4I2O", "method": "the ωB97M-V functional and the def2-TZVPD basis", "smiles": "CC(=O)I.I", "homo_lumo_gap_ev": 10.189, "lumo_energy_ev": 0.43, "multiplicity": 1, "relative_energy_kj_mol": 11.2, "elements": ["C", "C", "O", "I", "H", "H", "H", "I", "H"], "xyz": [[0.29, -0.68, 0.71], [0.97, 0.52, 1.14], [1.27, 0.78, 2.27], [1.65, 1.69, -0.52], [-0.45, -0.72, -0.07], [1.06, -1.37, 0.44], [-0.02, -1.20, 1.61], [-1.67, 0.77, -2.81], [-3.09, 0.23, -2.76]], "nbo_charge": [-0.77, 0.50, -0.50, 0.00, 0.26, 0.26, 0.24, -0.09, 0.08]}



7.
{"formula": "C2H4I2O", "method": "the ωB97M-V functional and the def2-TZVPD basis", "homo_lumo_gap_ev": 7.436, "lumo_energy_ev": -0.24, "multiplicity": 1, "relative_energy_kj_mol": 442.7, "elements": ["C", "C", "O", "I", "I", "H", "H", "H", "H"], "xyz": [[2.40, 0.34, -0.48], [-1.41, 0.05, 0.83], [1.68, -0.08, -1.34], [-2.09, 1.90, -0.07], [-2.26, -1.67, -0.20], [2.83, 1.36, -0.50], [2.69, -0.27, 0.39], [-3.50, -1.64, 0.83], [-0.35, 0.00, 0.55]], "nbo_charge": [0.29, -0.80, -0.50, 0.03, 0.52, 0.11, 0.10, 0.10, 0.15]}



8.
{"formula": "C2H4IN3S", "method": "the ωB97M-V functional and the def2-TZVPD basis", "homo_lumo_gap_ev": [6.343, 7.629], "lumo_energy_ev": [-3.34, -1.92], "multiplicity": 1, "relative_energy_kj_mol": 272.0, "elements": ["C", "C", "N", "N", "N", "S", "I", "H", "H", "H", "H"], "xyz": [[1.18, 2.20, -0.56], [-1.49, -1.05, -0.93], [1.56, 2.92, -1.39], [0.33, -0.12, 2.23], [0.74, 1.56, 0.43], [0.43, 0.09, 0.70], [2.31, -1.50, -0.09], [-2.47, -0.78, -0.60], [-1.14, -0.57, -1.85], [-1.15, -1.99, -0.57], [-0.31, -0.76, 2.63]], "nbo_charge": [0.39, -0.46, -0.35, -1.00, -0.81, 1.37, -0.10, 0.18, 0.20, 0.19, 0.40]}



9.
{"formula": "C2H4INO", "method": "the ωB97M-V functional and the def2-TZVPD basis", "smiles": "O=CCNI", "homo_lumo_gap_ev": 8.936, "lumo_energy_ev": -0.03, "multiplicity": 1, "relative_energy_kj_mol": 119.7, "elements": ["O", "C", "C", "N", "I", "H", "H", "H", "H"], "xyz": [[-0.26, -1.78, 0.02], [-0.86, -0.86, -0.37], [-0.34, 0.49, -0.16], [0.81, 0.67, 0.84], [2.65, 0.27, -0.05], [-1.72, -0.92, -0.98], [-0.11, 1.02, -1.04], [-0.97, 1.20, 0.22], [0.80, -0.09, 1.52]], "nbo_charge": [-0.50, 0.42, -0.37, -0.73, 0.22, 0.11, 0.23, 0.23, 0.38]}



10.
{"formula": "C2H4INO2", "method": "the ωB97M-V functional and the def2-TZVPD basis", "smiles": "C/C(=N\\O)OI", "homo_lumo_gap_ev": 7.766, "lumo_energy_ev": -1.39, "multiplicity": 1, "relative_energy_kj_mol": 317.5, "elements": ["C", "C", "N", "O", "O", "I", "H", "H", "H", "H"], "xyz": [[0.10, 0.90, -0.53], [0.18, -0.32, 0.36], [-0.75, -1.15, 0.60], [-1.88, -0.97, -0.27], [1.24, -0.51, 1.21], [3.10, 0.19, 0.79], [-0.04, 0.52, -1.62], [-0.76, 1.53, -0.18], [0.90, 1.70, -0.22], [-2.09, -1.88, -0.13]], "nbo_charge": [-0.74, 0.49, -0.21, -0.57, -0.65, 0.44, 0.26, 0.25, 0.24, 0.48]}



11.
{"formula": "C2H4INS", "method": "the ωB97M-V functional and the def2-TZVPD basis", "homo_lumo_gap_ev": 7.420, "lumo_energy_ev": -1.04, "multiplicity": 1, "relative_energy_kj_mol": 275.3, "elements": ["C", "C", "N", "S", "I", "H", "H", "H", "H"], "xyz": [[0.62, 0.42, -0.62], [0.96, -0.86, -0.79], [-0.03, 0.91, 0.52], [-3.20, -0.58, 1.53], [-1.17, 0.13, 2.12], [0.82, 1.21, -1.35], [1.65, -1.21, -1.59], [0.73, -1.78, -0.17], [-0.38, 1.78, 0.35]], "nbo_charge": [-0.03, -0.49, -0.82, -0.55, 0.89, 0.21, 0.21, 0.21, 0.37]}



12.
{"formula": "C2H4INS", "method": "the ωB97M-V functional and the def2-TZVPD basis", "homo_lumo_gap_ev": [7.276, 6.947], "lumo_energy_ev": [-1.56, -1.75], "multiplicity": 1, "relative_energy_kj_mol": 353.3, "elements": ["C", "C", "N", "S", "I", "H", "H", "H", "H"], "xyz": [[0.90, 0.81, 0.73], [0.64, -0.49, 0.92], [-0.87, -0.20, -1.75], [0.30, -1.75, -0.29], [-2.26, 0.80, -0.67], [1.15, 1.23, 1.66], [0.59, 1.37, -0.11], [0.82, -0.84, 1.85], [-1.27, -0.94, -2.35]], "nbo_charge": [-0.38, -0.37, -0.81, 0.23, 0.36, 0.20, 0.21, 0.20, 0.36]}



13.
{"formula": "C2H4INS", "method": "the ωB97M-V functional and the def2-TZVPD basis", "smiles": "CC(=S)NI", "homo_lumo_gap_ev": [6.452, 5.461], "lumo_energy_ev": [-2.60, -2.99], "multiplicity": 1, "relative_energy_kj_mol": 149.6, "elements": ["C", "C", "S", "N", "I", "H", "H", "H", "H"], "xyz": [[-0.62, 0.94, 0.13], [-0.41, -0.53, -0.01], [-1.69, -1.67, 0.03], [0.85, -0.94, -0.02], [3.07, 0.14, -0.23], [0.21, 1.53, -0.07], [-0.90, 1.26, 1.09], [-1.49, 1.21, -0.53], [0.98, -1.94, -0.39]], "nbo_charge": [-0.69, 0.14, -0.10, -0.63, 0.15, 0.23, 0.25, 0.25, 0.42]}



14.
{"formula": "C2H4IO4P", "method": "the ωB97M-V functional and the def2-TZVPD basis", "total_charge": -2, "homo_lumo_gap_ev": 6.948, "lumo_energy_ev": 4.86, "multiplicity": 1, "relative_energy_kj_mol": 153.2, "elements": ["C", "C", "O", "O", "O", "O", "P", "I", "H", "H", "H", "H"], "xyz": [[0.12, -0.98, 0.30], [-2.14, -3.74, -0.30], [-4.66, -2.88, 0.20], [-2.83, -1.83, 1.65], [-2.71, -1.65, -0.89], [-2.02, -4.29, -1.28], [-3.29, -2.26, 0.34], [10.13, -0.16, -0.02], [0.47, -0.95, -0.80], [0.83, -0.58, 0.98], [-0.10, -2.02, 0.62], [-0.85, -0.45, 0.60]], "nbo_charge": [-0.86, 0.47, -1.13, -1.15, -1.10, -0.45, 2.35, -1.00, 0.21, 0.19, 0.21, 0.26]}



15.
{"formula": "C2H4IO4P", "method": "the ωB97M-V functional and the def2-TZVPD basis", "total_charge": -2, "homo_lumo_gap_ev": [6.468, 5.194], "s_squared": 2.01, "lumo_energy_ev": [5.44, 3.33], "multiplicity": 3, "relative_energy_kj_mol": 0.0, "elements": ["C", "C", "O", "O", "O", "O", "P", "I", "H", "H", "H", "H"], "xyz": [[-0.19, -1.24, -0.52], [-0.52, -0.29, 0.53], [-3.10, 0.41, -0.26], [-1.76, 2.06, 1.04], [-0.91, 1.51, -1.31], [0.24, -0.12, 1.63], [-1.71, 0.96, -0.18], [9.28, -0.88, -0.09], [0.41, -2.07, -0.12], [-1.00, -1.78, -0.88], [0.19, -0.68, -1.28], [-0.94, 2.13, 1.44]], "nbo_charge": [-0.67, -0.13, -1.12, -1.00, -1.13, -0.38, 2.30, -1.00, 0.20, 0.22, 0.23, 0.48]}



16.
{"formula": "C2H4IPS", "method": "the ωB97M-V functional and the def2-TZVPD basis", "smiles": "SC/P=C/I", "homo_lumo_gap_ev": 8.474, "lumo_energy_ev": -0.44, "multiplicity": 1, "relative_energy_kj_mol": 161.5, "elements": ["S", "C", "P", "C", "I", "H", "H", "H", "H"], "xyz": [[1.10, -0.95, -0.03], [0.16, 0.47, 0.53], [-1.36, 1.12, -0.40], [-2.49, 0.08, 0.37], [-4.53, -0.24, -0.06], [1.89, -0.31, -0.87], [0.87, 1.16, 0.71], [-0.28, 0.20, 1.59], [-2.12, -0.43, 1.32]], "nbo_charge": [0.01, -0.84, 0.69, -0.85, 0.21, 0.11, 0.22, 0.23, 0.22]}



17.
{"formula": "C2H4InO2", "method": "the ωB97M-V functional and the def2-TZVPD basis", "total_charge": 2, "homo_lumo_gap_ev": [7.592, 9.286], "s_squared": 0.75, "lumo_energy_ev": [-12.73, -13.14], "multiplicity": 2, "relative_energy_kj_mol": 264.2, "elements": ["H", "C", "C", "O", "O", "H", "H", "In", "H"], "xyz": [[-0.79, 0.68, 0.92], [-0.22, 0.32, -0.84], [-0.24, -0.96, 0.29], [1.05, -1.14, 0.57], [0.12, 1.24, 0.21], [-1.25, 0.49, -1.16], [-0.89, -1.34, 1.08], [1.87, 0.53, 0.72], [0.35, 0.18, -1.78]], "lowdin_charge": [0.36, -0.08, 0.13, -0.13, -0.18, 0.16, 0.19, 1.39, 0.17]}



18.
{"formula": "C2H4LiOTm", "method": "the ωB97M-V functional and the def2-TZVPD basis", "total_charge": 3, "homo_lumo_gap_ev": [6.253, 10.478], "s_squared": 3.75, "lumo_energy_ev": [-14.67, -15.50], "multiplicity": 4, "elements": ["O", "Tm", "C", "C", "H", "H", "H", "Li", "H"], "xyz": [[1.13, 0.23, -0.50], [2.18, -1.29, -1.65], [-0.17, 0.54, -0.24], [-1.01, -0.42, 0.51], [-0.54, 1.47, -0.70], [-0.50, -0.98, 1.31], [-1.96, 0.02, 0.83], [2.06, 1.45, 0.93], [-1.20, -1.02, -0.49]], "nbo_charge": [-0.99, 1.93, 0.55, -0.72, 0.27, 0.31, 0.34, 0.99, 0.34]}



19.
{"formula": "C2H4N2", "method": "the ωB97M-V functional and the def2-TZVPD basis", "smiles": "C=NN=C", "homo_lumo_gap_ev": 10.769, "lumo_energy_ev": 0.99, "multiplicity": 1, "relative_energy_kj_mol": 211.6, "elements": ["C", "N", "N", "C", "H", "H", "H", "H"], "xyz": [[-1.47, -0.42, 0.38], [-0.54, 0.47, 0.37], [0.42, 0.29, -0.60], [1.55, -0.11, -0.24], [-2.23, -0.23, 1.14], [-1.55, -1.40, -0.09], [1.86, -0.32, 0.79], [2.34, -0.20, -1.04]], "nbo_charge": [-0.11, -0.24, -0.25, -0.10, 0.18, 0.17, 0.16, 0.18]}



20.
{"formula": "C2H4N2", "method": "the ωB97M-V functional and the def2-TZVPD basis", "homo_lumo_gap_ev": 9.582, "lumo_energy_ev": 1.33, "multiplicity": 1, "relative_energy_kj_mol": 306.6, "elements": ["C", "C", "N", "N", "H", "H", "H", "H"], "xyz": [[-0.37, 0.01, 0.91], [0.08, -0.90, 0.02], [-0.18, 1.05, 0.00], [0.45, 0.10, -0.91], [-0.76, -0.08, 1.93], [0.29, -2.01, -0.16], [0.38, 1.87, 0.03], [0.12, -0.04, -1.84]], "nbo_charge": [-0.14, -0.13, -0.45, -0.46, 0.22, 0.21, 0.38, 0.36]}